{
  "formula": "C4H5N2",
  "method": "ωB97M-V/def2-TZVPD",
  "symbols": ["C", "C", "C", "C", "N", "N", "H", "H", "H", "H", "H"],
  "xyz": [[-1.371, 0.238, -0.339], [0.195, 0.666, 1.326], [-0.009, -0.064, -0.026], [0.973, -0.725, -0.790], [-1.729, 1.092, 0.518], [-0.986, 1.111, 1.600], [-2.046, 0.080, -1.217], [0.970, 0.802, 1.980], [1.306, -1.667, -0.403], [1.907, -0.285, -0.925], [0.790, -1.248, -1.724]],
  "energy_ev": -7196.3674,
  "fmax_ev_per_a": 3.81,
  "orbital_gap_ha": [0.2683, 0.2886],
  "e_lumo_ev": [-8.68, -8.70],
  "charge": 1,
  "smiles": "CC1=CN=[N+]=C1"
}

=====

{
  "formula": "C4H5N2O",
  "method": "ωB97M-V/def2-TZVPD",
  "symbols": ["C", "C", "C", "C", "N", "N", "O", "H", "H", "H", "H", "H"],
  "xyz": [[-1.834, 0.003, -0.017], [0.567, 0.520, -0.028], [1.058, -0.741, 0.440], [-0.850, 1.078, 0.113], [-2.046, -1.176, -0.129], [1.915, -1.509, -0.067], [1.471, 1.291, -0.184], [-2.814, 0.433, 0.330], [-1.001, 1.693, -0.765], [-1.093, 1.777, 0.958], [2.013, -1.478, -1.064], [2.614, -1.892, 0.413]],
  "energy_ev": -9242.3426,
  "fmax_ev_per_a": 4.86,
  "orbital_gap_ha": [0.1830, 0.1528],
  "e_lumo_ev": [-8.40, -8.89],
  "charge": 1
}

=====

{
  "formula": "C4H5N2O2S",
  "method": "ωB97M-V/def2-TZVPD",
  "symbols": ["C", "C", "C", "C", "N", "N", "O", "O", "S", "H", "H", "H", "H", "H"],
  "xyz": [[-1.750, -1.013, -0.608], [-0.034, 0.753, -0.953], [0.765, -0.553, -0.991], [-0.547, -0.327, -0.189], [-2.618, -1.592, -1.078], [-0.560, -0.314, 1.423], [0.987, 1.790, 1.831], [2.084, -0.317, 1.319], [1.044, 0.342, 2.131], [0.551, 1.510, -0.410], [-0.595, 1.090, -1.852], [0.452, -0.981, -1.935], [1.711, -0.462, -0.442], [-1.490, 0.074, 1.754]],
  "energy_ev": -22138.4882,
  "fmax_ev_per_a": 5.15,
  "orbital_gap_ha": 0.2973,
  "e_lumo_ev": 3.92,
  "charge": -1
}

=====

{
  "formula": "C4H5N2OP",
  "method": "ωB97M-V/def2-TZVPD",
  "symbols": ["C", "C", "C", "C", "N", "N", "O", "P", "H", "H", "H", "H", "H"],
  "xyz": [[-0.079, -1.479, -1.013], [0.630, -1.696, 0.109], [-0.333, 0.283, 0.247], [-1.495, 2.739, -0.376], [-0.718, -0.202, -0.904], [0.436, -0.588, 0.952], [-2.405, 3.507, -0.226], [-1.050, 1.692, 1.101], [-0.311, -1.984, -1.968], [1.220, -2.485, 0.324], [-0.831, 2.847, -1.196], [0.845, -0.350, 1.865], [0.273, 2.225, 1.262]],
  "energy_ev": -18543.8735,
  "fmax_ev_per_a": 3.06,
  "orbital_gap_ha": 0.3446,
  "e_lumo_ev": 0.43,
  "charge": 0,
  "smiles": "O=CPc1ncc[nH]1"
}